Formula: C15H23Br3F3I2N5O2P
Source: OMol25
Level of theory: ωB97M-V with the def2-TZVPD basis set

Computed properties:
net charge: +1
frontier orbital gap: 0.2713 Eh
LUMO energy: -3.95 eV
energy relative to the best compared isomer or geometry (same formula, charge and spin): 2.937 eV
2S+1: 1

Structure (XYZ):
```
54
Properties=species:S:1:pos:R:3:forces:R:3:nbo_charge:R:1
C -2.709 -3.217 3.778 0.21 -0.77 0.36 -0.640
C -1.233 -3.631 3.312 -0.92 0.27 0.65 -0.716
P -0.761 -3.117 1.559 0.11 -0.83 -0.48 0.769
C -2.376 -2.958 0.544 0.21 0.06 -0.60 -0.924
C -0.011 -1.387 1.494 1.17 2.21 -0.67 0.175
N 1.047 -1.198 0.557 -2.09 2.99 2.97 -0.476
C 1.372 0.193 0.704 -2.21 -1.37 1.56 0.565
N 2.317 0.811 -0.006 -0.62 -1.96 -1.27 -0.108
O 2.674 2.108 0.129 -0.28 1.00 0.59 -0.501
C 3.030 -0.042 -1.028 1.49 -0.62 0.62 -0.246
C 4.111 0.760 -1.855 -0.57 -0.20 0.07 -0.501
C 3.527 1.751 -2.941 1.24 0.49 -0.40 0.266
F 3.341 3.076 -2.460 0.28 -2.06 -0.39 -0.352
Br 1.824 1.185 -3.762 0.58 0.27 0.63 0.059
C 4.585 1.901 -4.152 -0.53 2.22 -0.62 0.585
F 4.054 2.880 -5.023 1.04 -1.61 1.48 -0.335
F 5.784 2.433 -3.678 -1.99 -1.32 -0.66 -0.320
Br 4.808 0.273 -5.228 0.27 0.85 0.79 0.072
N 0.550 0.781 1.691 1.43 1.49 -0.25 -0.288
C 0.441 2.143 2.190 0.76 1.61 1.23 -0.110
I -1.110 3.362 1.260 0.72 -1.14 0.05 0.185
C 1.222 2.697 3.214 -0.70 -1.88 -1.65 -0.098
C 2.360 1.846 3.912 -0.36 1.44 0.11 -0.682
I 0.848 4.735 3.817 0.63 -1.46 -0.04 0.269
N -0.307 -0.181 2.180 0.60 -3.56 -1.77 -0.295
Br -1.642 0.052 3.460 0.89 0.25 -0.70 0.406
H -3.380 -4.116 3.605 0.67 1.16 0.31 0.226
H -3.159 -2.362 3.200 0.61 -0.85 0.79 0.215
H -2.674 -3.016 4.898 -0.33 -0.09 -1.48 0.227
H -1.204 -4.772 3.326 0.25 1.53 -0.33 0.261
H -0.445 -3.304 4.061 -0.85 -0.22 -1.04 0.248
H -2.572 -1.890 0.214 -0.13 -1.37 0.71 0.266
H -3.253 -3.429 1.076 0.93 0.84 -0.43 0.258
H -2.217 -3.567 -0.404 -0.04 0.75 1.25 0.251
H 2.000 2.702 -0.276 0.32 -0.63 -0.01 0.497
H 2.298 -0.638 -1.642 0.69 1.00 0.54 0.258
H 3.608 -0.809 -0.406 -0.71 0.90 -0.92 0.236
H 4.799 1.335 -1.171 -0.85 -0.44 -0.74 0.273
H 4.763 -0.020 -2.372 -1.04 1.05 0.50 0.274
H 3.101 2.591 4.342 -0.82 -1.07 -0.49 0.257
H 1.904 1.276 4.776 0.59 0.46 -1.07 0.252
H 2.900 1.196 3.167 -0.76 0.54 0.85 0.237
C -4.744 -0.524 -1.659 0.15 0.18 -0.32 0.535
O -4.597 -0.831 -0.490 0.26 0.09 -0.01 -0.641
N -3.799 0.067 -2.435 -0.55 -0.29 0.20 -0.430
C -4.040 0.405 -3.825 0.24 0.06 0.12 -0.400
C -2.508 0.366 -1.850 -0.17 -0.09 0.24 -0.418
H -5.689 -0.710 -2.193 0.03 0.03 -0.05 0.121
H -3.319 -0.124 -4.452 -0.11 0.09 -0.13 0.199
H -3.916 1.483 -3.957 -0.05 -0.06 -0.18 0.200
H -5.049 0.123 -4.125 0.07 0.00 0.10 0.221
H -2.054 -0.562 -1.492 0.16 0.13 0.00 0.201
H -2.649 1.038 -1.000 0.19 -0.02 0.01 0.212
H -1.853 0.835 -2.584 -0.12 -0.05 0.00 0.210
```
Positions in Å, forces in eV/Å.

---

Formula: C15H23Cl36N2OP
Source: OMol25
Level of theory: ωB97M-V with the def2-TZVPD basis set

Computed properties:
frontier orbital gap: 0.3204 Eh
LUMO energy: 0.19 eV
energy relative to the best compared isomer or geometry (same formula, charge and spin): 0.569 eV
2S+1: 1

Structure (XYZ):
```
78
Properties=species:S:1:pos:R:3:forces:R:3:mulliken_charge:R:1
C 1.592 -1.024 3.978 -0.32 -0.06 0.52 -0.585
O 1.416 0.001 4.888 -1.24 -0.13 0.55 0.007
C 2.612 0.367 5.445 0.39 0.86 -0.93 -1.082
C 3.408 1.224 4.489 -0.73 -0.23 1.18 -0.450
N 4.077 2.252 5.229 2.30 -0.86 0.21 -0.233
P 5.495 2.751 4.487 -0.78 1.67 -1.35 0.295
N 5.227 3.680 3.245 0.18 -0.09 1.25 -0.549
H 0.780 -1.677 4.052 -1.54 -1.09 0.01 0.221
H 2.450 -1.596 4.179 1.43 -0.78 0.34 0.427
H 1.630 -0.654 3.011 0.32 0.62 -2.00 -0.101
H 3.200 -0.463 5.714 0.69 -1.40 0.62 0.397
H 2.414 0.921 6.303 -0.43 1.04 1.61 0.495
H 4.082 0.608 3.966 1.19 -0.61 -0.76 0.419
H 2.727 1.597 3.780 -0.93 0.79 -1.16 0.237
H 3.484 3.011 5.447 -0.62 0.95 0.34 0.340
H 6.199 3.401 5.508 -0.02 -0.29 0.31 0.076
H 6.215 1.613 4.099 -0.05 -0.34 0.70 0.076
H 5.619 3.241 2.449 0.30 -0.08 -1.19 0.104
C 0.054 -3.814 6.751 0.05 0.12 -0.17 -0.187
Cl -0.877 -4.428 5.381 0.06 0.03 0.07 -0.107
Cl 1.782 -4.065 6.502 0.01 -0.04 -0.01 -0.123
Cl -0.283 -2.108 7.041 -0.03 -0.03 -0.04 -0.045
H -0.246 -4.370 7.622 -0.03 -0.10 0.17 0.440
C -0.562 1.578 1.913 0.02 0.04 -0.23 0.088
Cl 0.745 2.266 0.948 -0.01 0.04 0.05 -0.113
Cl -2.124 2.268 1.455 0.07 0.01 -0.04 -0.124
Cl -0.584 -0.173 1.761 -0.29 -0.06 -0.22 -0.069
H -0.379 1.821 2.948 0.05 0.02 0.16 0.190
C -4.153 -3.581 1.751 0.25 0.14 -0.15 -0.116
Cl -2.800 -3.499 2.885 -0.10 0.07 -0.05 -0.050
Cl -4.678 -1.969 1.271 -0.01 -0.02 0.05 0.002
Cl -3.716 -4.536 0.334 -0.02 -0.05 -0.01 -0.127
H -4.975 -4.070 2.246 -0.14 -0.10 0.10 0.304
C -8.088 -0.562 0.499 -0.07 0.23 0.07 0.093
Cl -6.698 0.456 0.132 -0.05 0.05 -0.03 -0.082
Cl -8.583 -0.367 2.180 0.01 -0.04 0.02 -0.120
Cl -9.427 -0.206 -0.593 0.00 -0.03 -0.03 -0.137
H -7.797 -1.589 0.351 0.06 -0.18 -0.03 0.231
C 5.395 3.926 -1.032 0.27 0.14 0.29 -0.031
Cl 5.577 5.405 -0.097 -0.03 0.00 -0.02 -0.120
Cl 6.497 3.917 -2.413 -0.02 -0.02 -0.14 -0.127
Cl 5.666 2.510 -0.019 -0.03 -0.08 -0.15 -0.006
H 4.387 3.885 -1.407 -0.17 -0.04 -0.11 0.296
C -5.048 0.079 -3.437 0.24 -0.17 -0.03 -0.115
Cl -4.131 0.224 -4.934 -0.11 0.02 0.13 -0.026
Cl -5.553 -1.594 -3.187 -0.12 -0.08 0.07 -0.077
Cl -4.104 0.647 -2.063 0.14 0.08 0.01 -0.094
H -5.931 0.690 -3.516 -0.17 0.09 0.00 0.314
C -1.700 -0.161 -8.234 -0.27 -0.12 0.04 -0.010
Cl -1.599 -1.534 -7.131 0.04 -0.01 0.02 -0.099
Cl -2.593 -0.592 -9.690 0.02 0.05 0.01 -0.074
Cl -2.444 1.226 -7.436 0.11 0.07 -0.13 -0.127
H -0.700 0.114 -8.521 0.19 0.06 -0.04 0.316
C -5.217 -5.270 -5.034 0.05 -0.03 -0.24 0.103
Cl -4.524 -6.891 -5.070 0.01 -0.02 0.04 -0.132
Cl -4.156 -4.115 -5.834 0.02 0.05 -0.01 -0.055
Cl -6.820 -5.260 -5.768 -0.03 0.01 0.02 -0.124
H -5.319 -4.972 -4.004 -0.02 0.05 0.19 0.191
C -2.795 0.430 6.122 0.08 0.26 -0.03 0.188
Cl -4.410 0.782 6.736 0.02 -0.03 0.00 -0.140
Cl -2.553 1.155 4.534 -0.23 -0.08 -0.01 -0.076
Cl -1.551 1.010 7.226 0.03 0.00 0.17 -0.134
H -2.694 -0.639 6.029 0.03 -0.17 -0.03 0.123
C 4.388 -1.234 -0.284 -0.09 0.32 0.00 -0.139
Cl 2.829 -0.697 0.344 0.02 -0.02 -0.03 -0.022
Cl 4.669 -0.584 -1.898 0.01 -0.04 -0.01 -0.108
Cl 5.691 -0.772 0.814 0.06 -0.10 0.07 -0.121
H 4.373 -2.308 -0.353 0.01 -0.20 0.00 0.382
C 10.340 3.559 -2.215 0.24 -0.05 0.11 0.377
Cl 10.373 4.081 -0.534 -0.04 0.02 0.03 -0.117
Cl 11.551 4.422 -3.165 -0.01 0.02 -0.03 -0.130
Cl 10.580 1.816 -2.334 -0.03 -0.02 -0.02 -0.125
H 9.369 3.792 -2.617 -0.19 0.04 -0.07 -0.009
C -5.507 0.947 -12.587 0.15 0.03 0.27 0.025
Cl -4.409 2.325 -12.663 0.00 0.02 -0.03 -0.116
Cl -4.605 -0.566 -12.513 -0.02 -0.07 -0.09 -0.113
Cl -6.594 1.092 -11.207 -0.03 0.00 0.00 -0.113
H -6.100 0.940 -13.484 -0.11 -0.01 -0.17 0.321
```
Positions in Å, forces in eV/Å.

---

Formula: C15H23CrF5N5O4
Source: OMol25
Level of theory: ωB97M-V with the def2-TZVPD basis set

Computed properties:
net charge: +2
frontier orbital gap (alpha / beta): 0.3307 / 0.3305 Eh
LUMO energy (alpha / beta): -6.36 / -5.98 eV
energy relative to the best compared isomer or geometry (same formula, charge and spin): 0.000 eV
2S+1: 2

Structure (XYZ):
```
53
Properties=species:S:1:pos:R:3:forces:R:3:lowdin_spin:R:1
Cr -0.129 0.068 0.487 0.08 0.11 0.12 1.001
C 3.698 1.300 2.814 -0.02 0.05 -0.09 0.000
N 3.311 1.906 1.532 0.04 0.09 -0.04 0.003
C 4.180 2.982 1.042 -0.07 -0.07 0.06 0.000
C 2.284 1.462 0.860 -0.09 -0.09 0.11 0.002
O 1.575 0.498 1.283 0.14 0.06 -0.01 0.001
C 1.898 2.090 -0.466 0.02 0.08 -0.05 0.000
O 0.747 1.398 -0.969 0.00 -0.03 0.09 0.004
C 0.836 0.832 -2.272 0.02 0.03 -0.03 0.001
C 0.781 -0.675 -2.112 0.01 -0.02 0.06 0.003
O 0.442 -1.107 -0.974 -0.08 -0.05 -0.21 0.006
N 1.059 -1.459 -3.121 0.03 0.04 -0.03 0.004
C 1.012 -2.921 -2.988 0.03 0.05 0.00 0.000
C 1.446 -0.912 -4.430 -0.03 -0.06 0.03 0.000
H 4.637 0.763 2.685 0.01 0.00 0.02 0.000
H 2.923 0.619 3.146 0.01 -0.01 0.01 0.000
H 3.833 2.097 3.540 0.00 -0.01 0.02 0.000
H 5.092 2.562 0.618 0.01 0.01 0.00 0.000
H 4.440 3.619 1.883 0.02 0.01 0.00 0.000
H 3.673 3.595 0.303 0.02 0.00 -0.02 0.000
H 2.721 2.027 -1.179 0.01 -0.03 0.01 0.000
H 1.629 3.136 -0.324 0.00 0.00 -0.02 0.000
H 1.741 1.160 -2.783 0.01 -0.02 0.01 0.000
H -0.019 1.177 -2.859 -0.01 0.01 0.01 0.000
H 0.819 -3.186 -1.955 -0.01 -0.01 0.00 0.000
H 1.971 -3.330 -3.299 0.00 -0.01 0.00 0.000
H 0.227 -3.315 -3.631 0.00 -0.01 0.00 0.000
H 0.724 -0.175 -4.776 0.01 0.01 0.00 0.000
H 1.459 -1.731 -5.142 -0.01 0.01 -0.01 0.000
H 2.444 -0.476 -4.393 0.01 0.00 0.00 0.000
F -2.033 2.129 -0.095 0.05 0.00 0.02 -0.004
C -1.208 1.776 0.950 -0.12 -0.01 -0.07 -0.026
F -0.317 2.813 1.092 0.03 0.04 0.00 -0.002
C -2.071 1.827 2.229 0.07 0.11 -0.11 -0.003
F -1.314 1.546 3.290 0.03 -0.03 0.00 0.000
F -2.616 3.024 2.387 -0.02 -0.07 0.05 -0.001
F -3.062 0.917 2.170 -0.02 -0.01 0.01 0.000
C -2.414 -3.021 3.093 -0.04 0.04 -0.14 0.000
N -2.723 -2.336 1.822 -0.11 -0.06 0.03 0.001
C -3.916 -2.496 1.171 0.04 -0.06 0.08 0.001
C -4.221 -1.801 0.055 0.05 0.04 0.01 0.000
C -3.265 -0.858 -0.425 -0.02 -0.01 0.02 0.001
N -2.074 -0.777 0.176 -0.10 -0.07 -0.05 -0.005
C -1.838 -1.472 1.297 0.24 0.07 0.12 0.006
O -0.709 -1.220 1.834 -0.22 -0.14 -0.03 0.000
N -3.516 -0.057 -1.455 0.00 -0.01 -0.05 0.002
H -3.155 -3.801 3.239 0.01 0.00 0.04 0.000
H -2.455 -2.304 3.909 0.01 -0.01 0.02 0.000
H -1.422 -3.458 3.031 0.01 0.00 0.02 0.000
H -4.598 -3.204 1.619 -0.01 0.00 -0.01 0.000
H -5.177 -1.929 -0.428 0.00 0.01 0.00 0.000
H -4.428 -0.045 -1.879 -0.01 -0.01 0.02 0.000
H -2.923 0.745 -1.598 0.01 0.01 0.00 0.000
```
Positions in Å, forces in eV/Å.

---

Formula: C15H23F9NO3P2Ru
Source: OMol25
Level of theory: ωB97M-V with the def2-TZVPD basis set

Computed properties:
net charge: +2
frontier orbital gap (alpha / beta): 0.3009 / 0.2590 Eh
LUMO energy (alpha / beta): -6.47 / -9.44 eV
energy relative to the best compared isomer or geometry (same formula, charge and spin): 0.058 eV
2S+1: 6

Structure (XYZ):
```
54
Properties=species:S:1:pos:R:3:forces:R:3:lowdin_spin:R:1
Ru -0.060 0.014 0.277 -2.00 0.73 2.04 2.748
P -0.704 -1.540 -1.125 -1.22 -3.29 -2.39 0.206
C 0.321 -1.260 -2.554 -0.92 1.47 -0.51 0.467
C 0.516 0.143 -2.765 0.24 0.28 0.38 0.029
N 0.462 0.916 -1.616 0.91 0.68 -1.39 0.207
C 0.894 2.193 -1.646 -0.54 -0.38 -0.21 0.047
C 1.045 2.857 -2.864 0.33 0.00 -0.20 0.132
C 0.990 2.129 -4.057 -0.09 0.67 0.07 0.004
C 0.804 0.765 -3.995 -0.32 -1.28 -0.41 0.129
C 1.207 2.795 -0.305 -0.62 -0.23 0.22 0.034
P 1.584 1.355 0.827 3.40 2.91 0.91 0.157
H 0.795 0.116 -4.887 0.16 0.60 0.44 0.004
H 1.240 3.928 -2.846 0.06 -0.25 -0.14 0.006
H 1.106 2.631 -5.022 0.03 -0.19 0.40 -0.002
H 2.061 3.488 -0.346 -0.28 -0.23 0.01 0.005
H 0.336 3.333 0.117 0.32 -0.11 -0.20 0.000
H 1.987 -1.774 -1.964 0.34 0.00 -0.10 0.024
H 0.284 -1.915 -3.403 0.16 -0.35 -0.37 0.020
H 2.585 -2.045 0.057 -0.11 -0.51 0.61 0.002
O 2.875 -2.004 -1.629 -0.18 -0.03 0.41 0.054
H 3.088 -2.840 -2.061 0.30 -0.11 -0.04 0.001
H 1.205 -1.122 0.714 0.40 -0.30 0.33 0.040
O 2.204 -1.940 0.991 0.12 0.44 -0.59 0.043
H 1.843 -2.762 1.351 0.23 -0.22 -0.13 0.001
C 3.295 0.926 0.398 0.02 -0.13 -0.04 0.024
H 3.879 1.837 0.229 -0.08 -0.13 0.11 0.003
H 3.714 0.378 1.251 0.01 0.03 -0.29 0.001
H 3.333 0.305 -0.506 0.06 0.10 0.22 0.001
C 1.683 2.125 2.452 -0.09 -0.08 0.30 0.045
H 2.016 1.352 3.154 -0.06 0.25 0.04 0.000
H 2.392 2.964 2.451 -0.12 -0.25 -0.06 0.008
H 0.690 2.475 2.750 0.26 -0.02 0.00 0.000
C -2.349 -1.094 -1.786 0.00 0.15 -0.02 0.071
H -2.481 -1.584 -2.764 -0.02 0.13 0.36 0.006
H -3.101 -1.429 -1.063 0.09 0.15 -0.28 0.006
H -2.401 0.001 -1.904 -0.10 -0.42 0.04 0.000
C -0.759 -3.299 -0.768 -0.01 -0.32 -0.02 0.038
H -1.321 -3.419 0.164 0.12 -0.16 -0.19 0.001
H -1.277 -3.825 -1.580 0.11 0.04 0.17 0.007
H 0.254 -3.706 -0.655 -0.27 0.08 0.02 0.000
F -0.219 -0.661 3.152 -0.54 0.61 -0.22 0.038
C -1.371 0.034 3.413 0.37 0.14 1.81 0.008
F -1.914 -0.523 4.520 0.63 0.53 -1.21 0.002
F -1.010 1.304 3.735 -0.19 -1.07 -0.49 0.001
C -2.355 0.005 2.217 -1.10 0.35 0.67 0.030
O -1.847 0.383 1.002 0.00 -0.06 0.53 0.327
C -2.961 -1.421 2.169 -1.29 -1.39 0.16 0.006
F -3.777 -1.710 3.211 1.03 0.43 -1.21 0.002
F -3.679 -1.605 1.036 0.50 0.23 0.61 0.001
F -1.973 -2.363 2.134 -0.31 0.58 0.07 0.006
C -3.518 1.028 2.528 -1.14 0.80 0.48 0.006
F -4.013 0.927 3.790 0.62 -0.03 -1.43 0.003
F -3.060 2.290 2.371 -0.22 -0.92 -0.02 0.001
F -4.536 0.844 1.650 0.98 0.08 0.78 0.001
```
Positions in Å, forces in eV/Å.

---

no.,total energy (eV)
1,-271230.85857
2,-481049.15585
3,-73565.75686
4,-69159.73199